1.
Below is 5 unconnected molecules or ions with the total composition CH11O5 in a non-equilibrium geometry, with properties calculated with ωB97M-V/def2-TZVPD.

Computed properties:
- max |F| (Eh/bohr) = 0.025
- total energy (Eh) = -420.93919
- HOMO level (eV) = -4.50
- energy relative to the best compared isomer or geometry (same formula, charge and spin) (kJ/mol) = 30.5

Geometry as ORCA input:
```
! RIJCOSX wB97M-V def2-TZVPD def2/J DEFGRID3
* xyz -1 1
C -0.88022 -1.15152 -0.43559
O -0.08429 -0.74429 0.62275
H -1.04154 -0.37053 -1.20679
H -0.48650 -1.98832 -1.04685
H -1.87927 -1.46429 -0.11155
H -2.25232 -2.58888 2.42062
H -0.95593 -2.48228 1.68011
O -1.58317 -3.15383 2.01313
H 1.21709 -0.07839 -0.17574
H 2.33738 0.92114 0.02783
O 2.01424 0.33222 -0.66877
H -0.77584 1.95852 -0.27806
H -0.45897 0.79044 0.78676
O -0.54247 1.78405 0.63155
H 0.99982 3.24053 -1.40742
H 1.27709 1.82558 -1.67241
O 1.08492 2.64111 -2.13500
*
```

Charges computed using Löwdin, reported in e: -0.34, -0.40, 0.06, 0.06, 0.05, 0.03, 0.00, -0.10, 0.01, 0.03, -0.13, -0.01, -0.03, -0.14, 0.01, -0.03, -0.07


2.
Below is 11 unconnected molecules or ions with the total composition C14H47N5O13 in a non-equilibrium geometry, with properties calculated with ωB97M-V/def2-TZVPD.

Computed properties:
- max |F| (Eh/bohr) = 0.153
- total energy (Eh) = -1813.29713
- HOMO level (eV) = -0.90

Geometry as ORCA input:
```
! RIJCOSX wB97M-V def2-TZVPD def2/J DEFGRID3
* xyz -2 1
N -0.39263 0.16786 -0.25674
O -1.60942 -0.12412 -0.32311
O -0.01498 0.52521 0.86820
O 0.43314 -0.12912 -1.17778
C -3.24769 2.16582 1.18559
C -2.94818 1.98390 2.69881
O -2.46695 3.19742 3.24719
H -2.35616 2.22123 0.57319
H -3.89926 3.05116 0.99236
H -3.79867 1.32145 0.86215
H -2.17367 1.23682 2.72096
H -3.85731 1.76191 3.30430
C 2.52143 -4.31102 -2.43906
C 1.67798 -2.99902 -2.64990
O 0.26080 -3.12259 -2.54869
H 2.14501 -5.27510 -2.94595
H 2.50048 -4.55168 -1.36709
H 3.50632 -4.07822 -2.86228
H 1.86099 -2.75303 -3.69139
H 2.18453 -2.24748 -2.04834
H -0.13248 -2.42886 -3.11218
C 0.86546 -2.84208 0.84184
C -0.63224 -2.96648 0.75877
O -1.10421 -4.29617 1.01838
H 1.38111 -3.25780 -0.03643
H 1.31307 -3.42450 1.63910
H 1.09386 -1.83967 0.85236
H -0.90068 -2.66442 -0.21439
H -0.98955 -2.20901 1.43827
H -0.80939 -4.74834 0.25717
C 3.36143 -0.31089 2.08365
C 3.99507 0.23881 3.38751
O 4.84298 -0.65606 3.99459
H 2.64046 0.47093 1.56344
H 2.70445 -1.14828 2.37056
H 4.07822 -0.80018 1.48474
H 3.24748 0.57356 4.14759
H 4.64081 1.14991 3.21258
H 4.84526 -1.49279 3.49762
C 0.53325 4.26121 1.63020
O 0.41780 5.41005 2.35172
N -0.12148 3.18036 1.92223
N 1.41837 4.17068 0.65487
H -0.98453 3.21215 2.61124
H 0.00629 2.28147 1.48641
H 2.01653 5.03253 0.39643
H 1.47958 3.31988 0.09895
C -1.75192 -0.50351 -3.95803
O -2.36153 -0.59897 -5.21190
N -2.39930 -0.19608 -2.88795
N -0.44737 -0.78634 -3.82085
H -3.36772 0.14707 -3.04195
H -2.01046 -0.20991 -1.94712
H 0.02627 -0.75433 -4.72127
H 0.03672 -0.72525 -2.86653
C -1.33220 2.87676 -2.05677
O -0.54161 2.15201 -3.05029
H -0.96244 2.68309 -0.99765
H -2.28813 2.35682 -2.04997
H -1.47208 3.92294 -2.24720
H -0.77445 1.20413 -3.11830
C -4.06665 -2.18246 -1.23446
O -4.21082 -1.16674 -0.28092
H -4.76734 -2.95587 -0.88284
H -3.02532 -2.62271 -1.35371
H -4.28678 -1.89554 -2.23624
H -3.35754 -0.80186 -0.14654
C 2.52373 2.66810 -1.99371
O 2.30788 2.00802 -0.78288
H 1.98862 2.03862 -2.75708
H 3.61472 2.58901 -2.12088
H 2.19332 3.68109 -2.04029
H 1.65168 1.31048 -1.00164
C -0.11036 -0.02384 4.40911
O -0.17548 -0.90252 3.27787
H -0.50622 -0.50369 5.33426
H -0.65268 0.88906 4.20409
H 0.94713 0.37196 4.57702
H 0.04566 -0.32694 2.52495
*
```

Charges computed using Löwdin, reported in e: -0.45, -0.04, -0.02, -0.04, -0.11, -0.46, -0.40, 0.01, 0.07, 0.02, 0.05, 0.08, -0.09, -0.33, -0.10, 0.09, 0.05, 0.06, 0.09, 0.10, 0.03, -0.07, -0.29, -0.05, 0.05, 0.09, 0.02, 0.06, 0.10, 0.05, -0.07, -0.35, -0.10, 0.12, 0.06, 0.05, 0.10, 0.12, 0.08, -0.68, -0.18, 0.16, 0.12, 0.08, 0.04, 0.14, 0.03, -0.61, -0.17, 0.18, 0.11, 0.16, 0.05, 0.13, 0.10, -0.10, -0.16, 0.07, 0.06, 0.07, 0.01, -0.19, -0.10, 0.08, 0.09, 0.04, 0.00, -0.17, -0.17, 0.09, 0.08, 0.06, 0.04, -0.14, -0.15, 0.08, 0.06, 0.07, 0.02


3.
Below is a molecular structure, C27H20InN5O2, with properties calculated with ωB97M-V/def2-TZVPD.

Computed properties:
- max |F| (Eh/bohr) = 0.012
- total energy (Eh) = -1654.66452
- HOMO level (eV) = -13.94
- energy relative to the best compared isomer or geometry (same formula, charge and spin) (kJ/mol) = 32.4

Geometry as ORCA input:
```
! RIJCOSX wB97M-V def2-TZVPD def2/J DEFGRID3
* xyz 2 1
In 1.39287 -3.31433 -0.17823
C 0.79964 -3.23642 3.20817
O 1.09811 -2.18110 2.26105
C 0.69713 -0.94350 2.57813
C 0.03076 -0.61888 3.75100
C -0.24895 0.70610 4.04397
C 0.17873 1.75926 3.21942
C 0.86353 1.46527 2.07561
C 1.07447 0.11263 1.70601
N 1.53656 -0.21730 0.47209
N 1.99741 0.65664 -0.30741
C 3.07646 0.52085 -1.00226
C 3.83230 -0.76026 -0.67763
O 3.39018 -1.41680 0.25809
C 4.85913 -1.16072 -1.60167
C 5.15211 -0.36316 -2.64605
C 4.48662 0.90119 -2.93715
C 4.87157 1.66541 -4.02842
C 4.28303 2.90234 -4.25929
C 3.30755 3.38730 -3.39736
C 2.88652 2.62234 -2.32043
C 3.46055 1.37452 -2.10161
H 1.27373 -3.02339 4.16324
H 1.22849 -4.14173 2.78887
H -0.27684 -3.35419 3.32085
H -0.26120 -1.38628 4.45120
H -0.80543 0.92951 4.94528
H -0.04529 2.78453 3.47694
H 1.18551 2.24232 1.39553
H 5.38631 -2.08476 -1.41294
H 5.94931 -0.66723 -3.31595
H 5.63786 1.29295 -4.69723
H 4.59545 3.49729 -5.10681
H 2.87689 4.36501 -3.56410
H 2.14074 3.00217 -1.63391
N -7.93365 3.19975 -0.49193
C -7.09413 2.42100 -0.40810
C -6.02960 1.45241 -0.30276
C -6.31944 0.09621 -0.21473
C -5.29331 -0.82985 -0.12775
C -3.97754 -0.39784 -0.12182
C -3.68116 0.95583 -0.19532
C -4.70588 1.87882 -0.29066
N -2.90840 -1.36164 -0.04817
C -3.03295 -2.71434 0.18401
C -1.77859 -3.22597 0.13000
N -0.87169 -2.21168 -0.13163
C -1.59329 -1.11607 -0.23439
H -7.34788 -0.23658 -0.22047
H -5.54233 -1.87982 -0.07897
H -2.66086 1.31176 -0.17493
H -4.48320 2.93483 -0.35570
H -3.97398 -3.19746 0.37092
H -1.48272 -4.25750 0.24556
H -1.20121 -0.13943 -0.46014
*
```

Charges computed using Löwdin, reported in e: 1.04, -0.02, -0.21, -0.20, 0.03, 0.02, -0.03, 0.03, -0.16, 0.14, 0.17, -0.04, -0.29, -0.03, 0.03, 0.06, -0.15, 0.02, -0.01, -0.02, 0.01, -0.11, 0.12, 0.09, 0.11, 0.12, 0.13, 0.13, 0.12, 0.14, 0.14, 0.13, 0.13, 0.12, 0.12, 0.19, -0.16, -0.21, 0.01, 0.01, -0.16, -0.01, 0.00, 0.01, -0.01, -0.16, -0.08, -0.14, 0.14, 0.11, 0.10, 0.13, 0.13, 0.10, 0.13


4.
Below is 2 unconnected molecules or ions with the total composition C6H13NS, with properties calculated with ωB97M-V/def2-TZVPD.

Computed properties:
- max |F| (Eh/bohr) = 0.013
- structure (SMILES) = C=CC=C.NCCS
- total energy (Eh) = -689.29353
- HOMO level (eV) = -8.83
- energy relative to the best compared isomer or geometry (same formula, charge and spin) (kJ/mol) = 158.7

Geometry as ORCA input:
```
! RIJCOSX wB97M-V def2-TZVPD def2/J DEFGRID3
* xyz 0 1
C 1.22027 -1.33416 -1.76684
C 1.44502 -0.02233 -1.76331
C 0.69319 0.91077 -2.59862
C 0.90363 2.22322 -2.62896
H 0.45311 -1.73342 -2.41723
H 1.79291 -2.04000 -1.18315
H 2.22663 0.44461 -1.17240
H -0.06720 0.47175 -3.23743
H 0.35128 2.89956 -3.26555
H 1.65204 2.69640 -2.00274
N 0.76814 1.43511 1.86210
C 0.21155 0.07545 1.85606
C -1.23319 0.07344 1.36687
S -1.80061 -1.64721 1.31921
H 0.85065 1.76168 2.81901
H 1.69275 1.46998 1.45279
H 0.22331 -0.33647 2.86776
H 0.79538 -0.57533 1.20318
H -1.82955 0.61534 2.10486
H -1.35298 0.57481 0.41000
H -2.99322 -1.37173 0.77178
*
```

Charges computed using Löwdin, reported in e: 0.01, -0.21, -0.21, 0.01, 0.06, 0.06, 0.10, 0.10, 0.05, 0.06, 0.00, -0.38, -0.58, 0.68, 0.06, 0.05, 0.10, 0.08, 0.07, 0.07, -0.15


5.
Below is 2 unconnected molecules or ions with the total composition C4H5N3O in a non-equilibrium geometry, with properties calculated with ωB97M-V/def2-TZVPD.

Computed properties:
- max |F| (Eh/bohr) = 0.147
- total energy (Eh) = -394.58992
- HOMO level (eV) = -9.37
- energy relative to the best compared isomer or geometry (same formula, charge and spin) (kJ/mol) = 991.5

Geometry as ORCA input:
```
! RIJCOSX wB97M-V def2-TZVPD def2/J DEFGRID3
* xyz 0 1
C 0.10999 1.34478 -0.42890
C 1.25677 0.21338 -0.94675
C 0.04856 -0.79527 -0.74796
C -0.72848 0.16950 -0.01398
H -0.09169 1.38009 2.07528
H -0.25082 2.04179 -1.06166
H 1.53837 0.22586 -2.01167
H 2.19654 0.13888 -0.19244
H -1.97899 -2.42978 1.12706
N -0.16598 -2.12298 -0.06332
N -1.28650 -1.77548 0.64285
N -1.56191 -0.37612 0.85089
O 0.91414 1.98534 0.77059
*
```

Charges computed using Löwdin, reported in e: -0.20, -0.04, -0.14, -0.33, 0.35, 0.08, 0.08, 0.15, 0.18, 0.11, -0.10, 0.09, -0.22


6.
Below is a single C16H15N5O2 molecule in a non-equilibrium geometry, with properties calculated with ωB97M-V/def2-TZVPD.

Computed properties:
- max |F| (Eh/bohr) = 0.065
- structure (SMILES) = Nc1nc(-n2c(O)c3c(c2O)CC=CC3)nn1-c1ccccc1
- total energy (Eh) = -1042.94079
- HOMO level (eV) = -6.88
- energy relative to the best compared isomer or geometry (same formula, charge and spin) (kJ/mol) = 0.0

Geometry as ORCA input:
```
! RIJCOSX wB97M-V def2-TZVPD def2/J DEFGRID3
* xyz 0 1
N 2.19791 2.36725 2.04152
C 1.25898 1.56032 1.49396
N 1.64538 0.91944 0.43022
C 0.46498 0.27661 0.05007
N 0.45250 -0.63207 -1.02375
C -0.65627 -1.39011 -1.44398
O -1.86346 -1.38849 -0.80407
C -0.26951 -2.05711 -2.61265
C 1.11459 -1.70632 -2.85781
C 1.53071 -0.86166 -1.91434
O 2.83335 -0.36533 -1.79362
C 1.91403 -2.25986 -4.02194
C 1.11625 -3.26239 -4.82954
C -0.19115 -3.56285 -4.56463
C -1.07839 -2.87349 -3.55912
N -0.61971 0.48699 0.83137
N -0.08818 1.30451 1.79197
C -0.80666 1.80782 2.90476
C -0.17320 2.20783 4.05920
C -0.90395 2.73369 5.12325
C -2.29065 2.90115 5.05931
C -2.96269 2.45971 3.91988
C -2.20257 1.91248 2.85690
H 3.02281 2.39039 1.50438
H 1.85487 3.24676 2.42440
H -1.74330 -0.93448 0.04418
H 2.82903 0.25914 -1.03027
H 2.26816 -1.45870 -4.66861
H 2.81569 -2.72070 -3.64445
H 1.64257 -3.81686 -5.57089
H -0.64057 -4.33780 -5.18571
H -1.76395 -2.20239 -4.10642
H -1.63045 -3.56370 -2.95806
H 0.90408 2.08779 4.19039
H -0.33929 2.98685 6.01411
H -2.82567 3.31230 5.92229
H -4.04744 2.55972 3.95974
H -2.76887 1.61360 1.96796
*
```

Charges computed using Löwdin, reported in e: 0.16, -0.37, 0.17, -0.23, 0.10, -0.23, 0.07, -0.10, -0.12, -0.24, 0.05, -0.12, -0.08, -0.08, -0.14, 0.15, -0.01, -0.20, -0.05, -0.08, -0.09, -0.07, -0.01, 0.09, 0.11, 0.07, 0.07, 0.12, 0.11, 0.08, 0.09, 0.13, 0.11, 0.11, 0.10, 0.11, 0.11, 0.11